Entry 1:
A structure of composition C21H15F7IN3PtSb. Source: OMol25; level of theory: ωB97M-V/def2-TZVPD.

Its energy above the lowest of the compared OMol25 structures with the same formula, charge and spin is 0.000 eV. As for the highest occupied orbital energy (spin up / spin down): -15.1 / -15.1 eV. The lowest unoccupied orbital energy (spin up / spin down) is -0.28915 / -0.38737 Eh. Its total charge is +2. Its expectation value of S² is 0.754. As for the spin multiplicity: 2. The value obtained for the HOMO-LUMO gap (spin up / spin down) is 7.25 / 4.57 eV.

Each line ends with the Löwdin charge.
CARTESIAN COORDINATES (ANGSTROEM)
1 Pt -0.78 0.15 0.00  1.232
2 I -3.32 0.97 0.00  1.015
3 Sb -0.92 4.16 0.00  1.394
4 F -2.18 3.47 -1.25  -0.440
5 F -1.58 5.88 0.01  -0.296
6 F -0.29 2.23 -0.01  -0.484
7 F 0.43 4.39 1.26  -0.331
8 F -1.39 -5.94 0.00  0.118
9 F -2.06 3.50 1.37  -0.416
10 F 0.31 4.36 -1.40  -0.332
11 N -0.48 0.15 -2.02  -0.056
12 N -0.48 0.15 2.02  -0.056
13 N 1.18 0.12 0.00  -0.050
14 C -1.40 0.10 2.99  -0.077
15 C -1.00 -1.88 0.00  -0.298
16 C 0.00 -4.06 0.00  0.027
17 C 3.13 0.57 -1.20  0.068
18 C 0.85 0.26 -2.33  -0.156
19 C 1.77 0.31 -1.19  -0.155
20 C 1.25 0.35 -3.65  0.055
21 C 0.30 0.32 -4.66  0.030
22 C -1.05 0.18 4.32  0.021
23 C -1.04 0.18 -4.33  0.020
24 C 1.24 0.35 3.65  0.055
25 C 0.14 -2.68 0.00  -0.090
26 C 0.28 0.31 4.66  0.030
27 C -2.27 -2.45 0.00  -0.132
28 C -1.39 0.10 -2.99  -0.075
29 C 3.80 0.68 0.01  0.043
30 C 0.84 0.26 2.34  -0.156
31 C -2.40 -3.83 0.00  0.027
32 C -1.27 -4.61 0.00  -0.266
33 C 3.12 0.57 1.22  0.068
34 C 1.77 0.31 1.19  -0.154
35 H -2.42 -0.03 -2.69  0.096
36 H 3.64 0.72 2.15  0.136
37 H -3.38 -4.30 0.00  0.139
38 H -1.81 0.14 -5.08  0.137
39 H -1.83 0.14 5.07  0.137
40 H 0.58 0.39 5.70  0.140
41 H 0.87 -4.71 -0.01  0.137
42 H 2.28 0.44 3.90  0.134
43 H 2.30 0.44 -3.89  0.134
44 H 3.65 0.72 -2.14  0.136
45 H -3.17 -1.85 0.00  0.019
46 H 4.86 0.89 0.01  0.142
47 H 1.14 -2.27 -0.01  0.098
48 H -2.43 -0.03 2.68  0.093
49 H 0.60 0.39 -5.69  0.140


Entry 2:
A structure of composition C21H15FLiN5O4. Source: OMol25; level of theory: ωB97M-V/def2-TZVPD.

As for the highest occupied orbital energy: -8.2 eV. The lowest unoccupied orbital energy is -0.01936 Eh. The value obtained for the HOMO-LUMO gap is 7.70 eV.

Each line ends with the Löwdin charge.
CARTESIAN COORDINATES (ANGSTROEM)
1 F -0.79 2.61 -1.80  0.068
2 O 0.83 -1.65 -4.63  0.080
3 O 2.08 -0.27 -0.59  -0.175
4 O -2.60 1.00 -3.28  0.093
5 O 3.27 -2.06 -1.23  0.028
6 N -0.31 -2.01 -0.09  0.113
7 N 1.03 1.98 1.76  0.076
8 N -0.82 -0.23 -4.00  0.216
9 N -0.68 -0.03 1.73  0.102
10 N 1.35 0.09 -3.24  0.011
11 C -0.90 -3.63 1.56  -0.014
12 C 2.67 -0.45 -2.90  -0.026
13 C 2.71 -1.00 -1.43  -0.668
14 C -2.47 -1.25 2.69  0.005
15 C 0.24 4.60 2.18  -0.048
16 C -1.35 -1.17 1.88  -0.195
17 C 0.49 -0.67 -4.01  -0.474
18 C -0.84 -2.32 1.09  -0.227
19 C -1.08 1.07 2.36  -0.202
20 C -0.22 2.26 2.16  -0.216
21 C -0.43 -4.65 0.75  -0.052
22 C -2.21 1.07 3.18  0.002
23 C 0.15 -2.99 -0.85  -0.102
24 C 0.10 -4.33 -0.48  -0.031
25 C -0.66 3.56 2.36  -0.003
26 C -0.40 1.53 -2.51  -0.186
27 C -1.41 0.79 -3.24  -0.405
28 C -2.90 -0.11 3.34  -0.035
29 C 0.89 1.19 -2.56  0.023
30 C 1.88 2.98 1.59  -0.112
31 C 1.55 4.31 1.81  -0.047
32 Li 0.89 0.13 0.55  0.604
33 H -2.52 1.97 3.69  0.111
34 H 3.42 0.34 -3.00  0.129
35 H -3.00 -2.19 2.80  0.116
36 H -0.46 -5.68 1.09  0.110
37 H 0.49 -5.08 -1.15  0.113
38 H 0.58 -2.70 -1.81  0.109
39 H 2.88 2.70 1.27  0.119
40 H -1.29 -3.84 2.55  0.112
41 H -3.78 -0.14 3.97  0.114
42 H -0.07 5.63 2.33  0.113
43 H 1.64 1.80 -2.07  0.146
44 H 2.90 -1.27 -3.58  0.118
45 H -1.46 -0.77 -4.57  0.165
46 H -1.68 3.77 2.62  0.112
47 H 2.28 5.09 1.68  0.107


no.,strongest force on any atom (eV/Å)
1,0.28
2,0.73